66
Properties=species:S:1:pos:R:3:nbo_charge:R:1 method="wB97M-V/def2-TZVPD" de_lowest_kcal_mol=15.7 homo_ev=-7.63 e_tot_ev=-49388.977 e_lumo_ev=0.5 multiplicity=1
S -0.210 -0.729 1.461 -0.3390
O 2.912 3.262 -0.936 -0.6554
O -5.328 -2.165 1.936 -0.5421
O 6.306 -3.443 0.159 -0.4948
O 7.864 -1.671 -1.444 -0.4783
N -1.783 0.163 -0.452 -0.6465
N 0.050 1.483 0.049 -0.4343
N -3.167 2.630 -0.964 -0.4643
N 4.443 1.619 -1.047 -0.5595
C 4.941 0.378 -0.753 0.1967
C -0.869 3.631 -0.830 -0.4175
C 6.644 -1.309 -0.947 0.2463
C 8.411 -2.821 -0.831 -0.0972
C 5.883 -2.171 -0.134 0.2521
C -0.153 2.308 -1.125 -0.2349
C -0.676 0.368 0.299 0.3299
C 2.501 1.270 0.307 -0.1497
C 3.255 2.141 -0.586 0.6327
C -5.995 -3.368 2.242 -0.0533
C -2.254 3.481 -0.206 -0.2259
C 4.193 -0.461 0.096 -0.1293
C 6.162 -0.051 -1.262 -0.2821
C -3.586 -0.986 0.821 -0.4313
C 2.964 0.037 0.619 -0.0944
C -4.426 2.504 -0.250 -0.4132
C 7.339 -3.898 -0.685 -0.0975
C 4.681 -1.738 0.385 -0.2008
C -3.405 3.117 -2.312 -0.4153
C 1.206 1.811 0.864 -0.2389
C -4.283 -2.327 1.008 -0.0499
C -2.564 -1.042 -0.317 -0.2181
C -7.091 -3.074 3.253 -0.6188
H -3.076 -0.722 1.748 0.2301
H -7.796 -2.360 2.836 0.2096
H -0.926 4.198 -1.760 0.2090
H -5.069 1.802 -0.778 0.2018
H 1.281 2.900 0.918 0.2204
H 2.391 -0.599 1.278 0.2487
H 7.743 -4.799 -0.222 0.2038
H -4.954 3.465 -0.166 0.1737
H 6.757 0.586 -1.898 0.2234
H -0.259 4.216 -0.139 0.2211
H 1.040 1.397 1.862 0.2501
H 6.934 -4.143 -1.677 0.1792
H -5.280 -4.098 2.653 0.1591
H -2.684 4.489 -0.069 0.1772
H -4.239 2.126 0.753 0.2109
H -2.145 3.027 0.783 0.2059
H -2.482 3.097 -2.886 0.2027
H -3.565 -3.080 1.368 0.1666
H -2.288 0.988 -0.789 0.4357
H 4.982 2.224 -1.656 0.4125
H -4.343 -0.230 0.615 0.1960
H -0.697 1.732 -1.875 0.2090
H -7.617 -3.990 3.509 0.2083
H -4.125 2.462 -2.799 0.2047
H -6.656 -2.646 4.151 0.2124
H 9.227 -3.153 -1.473 0.2031
H -6.425 -3.801 1.323 0.1555
H -3.805 4.142 -2.320 0.1724
H 8.803 -2.562 0.162 0.1817
H 0.831 2.557 -1.531 0.2401
H 4.114 -2.403 1.017 0.2300
H -3.075 -1.214 -1.269 0.1891
H -4.689 -2.684 0.045 0.1514
H -1.872 -1.868 -0.132 0.2294